Entry 1:
# C21H34O21

7 unconnected molecules or ions with the total composition C21H34O21 in a non-equilibrium geometry (the ωB97M-V functional and the def2-TZVPD basis, OMol25).

Output
Kohn-Sham gap (spin up / spin down) in eV: 8.5 / 2.8
<S²>: 0.75

Geometry as ORCA input:
```
! wB97M-V def2-TZVPD RIJCOSX def2/J DEFGRID3
* xyz 1 2
O 0.98 -2.99 -3.66
O 0.74 -4.35 -1.93
O -3.79 -0.22 -7.13
H -2.30 0.82 4.03
C 1.35 -0.76 5.66
C -0.64 0.96 -3.12
O 4.88 0.56 2.50
H 0.03 0.06 4.17
C 3.72 0.19 2.29
O -2.84 3.54 1.59
H 0.00 1.99 -4.93
O -4.53 -0.42 -4.95
H -0.78 -0.12 -3.17
C -4.37 -0.29 -3.55
H 0.58 5.04 0.62
C -2.55 1.59 3.29
C 1.27 -3.34 -2.55
C -1.80 -1.16 -0.16
C 4.12 -2.06 2.98
C 1.69 -4.90 -1.07
H -4.56 -1.89 -8.25
O -0.57 -1.67 -0.48
H -0.65 -0.14 5.87
H -4.32 0.74 -3.20
H 1.26 -5.11 -0.09
H 1.25 -1.07 6.70
H -5.18 -0.81 -3.03
O -1.42 2.19 2.74
O -1.61 -0.37 0.86
C 1.27 1.85 -2.09
C 0.20 0.12 5.25
C 0.43 1.33 -4.18
H -3.20 2.34 3.75
C -1.66 3.10 1.81
O 2.44 0.13 5.49
O 2.06 2.24 -1.25
C -0.26 -0.25 1.27
H 1.25 -1.24 0.01
H -5.38 -0.42 -8.38
H -1.57 1.52 -3.18
C 1.93 1.46 5.56
H -3.10 1.04 2.53
H 0.16 0.72 0.97
O 2.37 -2.95 -1.96
C 2.63 -3.73 -0.85
H -5.54 -1.42 -6.91
H -3.47 -0.67 -3.07
H 3.69 -3.96 -0.74
H -0.19 -0.45 2.34
C -0.49 4.83 0.63
H 2.43 -3.23 0.10
H 1.85 2.62 2.52
H 3.56 -2.97 3.21
H 4.88 -2.29 2.24
C -4.84 -1.03 -7.65
O 2.66 2.43 5.71
H 2.96 2.77 1.02
O 1.49 1.93 -3.38
O 2.60 0.93 1.91
O 0.59 1.43 5.51
H 1.96 -5.83 -1.58
H -0.74 4.53 -0.39
H 3.58 2.57 2.65
H 4.57 -1.77 3.93
H 0.73 0.39 -4.64
O 3.25 -1.05 2.50
H -0.95 5.73 1.04
O 0.06 1.31 -1.91
O -2.34 0.45 -5.41
H 1.51 -1.63 5.03
O -2.84 -1.22 -0.81
C 2.75 2.31 1.99
O -0.56 3.64 1.45
H 0.52 -2.24 1.24
C 0.31 -1.43 0.53
C -3.49 -0.01 -5.78
*
```

Entry 2:
# C5H8N2

C5H8N2 in the gas phase in a non-equilibrium geometry (the ωB97M-V functional and the def2-TZVPD basis, OMol25).

Output
SMILES: Cc1cc(N)c[nH]1
Kohn-Sham gap (spin up / spin down) in eV: 8.0 / 8.0

Geometry as ORCA input:
```
! wB97M-V def2-TZVPD RIJCOSX def2/J DEFGRID3
* xyz 0 1
H -0.42 1.75 -0.24
H -2.99 0.74 -0.57
C 0.84 -0.49 0.63
C -0.30 -1.12 0.14
H -0.33 -2.08 -0.36
C -1.29 -0.09 0.09
N -2.53 -0.15 -0.47
C 2.05 -0.25 -0.23
H 1.16 1.39 1.39
H 2.36 -1.09 -0.84
H -2.74 -0.84 -1.18
H 1.58 0.53 -0.89
C -0.76 1.11 0.61
N 0.47 0.69 1.18
H 2.89 0.23 0.28
*
```

Entry 3:
# C4H11N2S

A gas-phase ion, C4H11N2S (charge -1) in a non-equilibrium geometry (the ωB97M-V functional and the def2-TZVPD basis, OMol25).

Output
SMILES: NCCNCC[S-]
Kohn-Sham gap in eV: 5.6

Geometry as ORCA input:
```
! wB97M-V def2-TZVPD RIJCOSX def2/J DEFGRID3
* xyz -1 1
H -1.45 2.42 1.22
N -0.41 1.12 -0.22
N -1.72 0.44 3.20
H -2.12 0.93 0.85
C -0.57 0.77 2.33
H -0.34 -1.00 -0.16
H 1.64 0.60 -1.91
H -1.62 -0.53 3.46
H 0.09 -0.02 1.99
H 0.32 1.81 -0.38
H 0.17 1.43 2.81
H 1.20 -0.23 0.28
H 0.03 0.17 -2.48
C -1.14 1.40 1.01
H -1.86 1.05 3.98
C 0.86 -0.17 -1.85
S 1.39 -1.83 -2.28
C 0.33 -0.17 -0.37
*
```

Entry 4:
# C8H9Br2O2

A gas-phase ion, C8H9Br2O2 (charge -1) in a non-equilibrium geometry (the ωB97M-V functional and the def2-TZVPD basis, OMol25).

Output
Kohn-Sham gap (spin up / spin down) in eV: 7.3 / 6.5

Geometry as ORCA input:
```
! wB97M-V def2-TZVPD RIJCOSX def2/J DEFGRID3
* xyz -1 1
Br 2.60 -1.56 0.19
H 0.19 -0.92 -1.89
C -0.31 1.64 0.74
H -1.33 1.69 0.91
Br -2.85 -0.60 0.46
C 0.10 0.12 0.65
C -0.87 -1.07 -1.69
H -0.68 -0.20 2.63
O 3.35 1.77 -0.10
H 0.25 1.98 1.60
C 2.44 1.11 -0.52
C 0.10 -0.51 2.07
O 1.91 0.95 -1.59
H -1.79 -1.54 -3.49
C 1.81 0.11 0.51
C -1.09 -0.48 -0.41
H -3.01 -1.52 -2.11
H -0.09 -1.60 1.94
H 0.20 2.23 -0.11
H 1.01 -0.16 2.64
C -1.95 -1.45 -2.43
*
```

Entry 5:
# C5H6O3

C5H6O3 in the gas phase in a non-equilibrium geometry (the ωB97M-V functional and the def2-TZVPD basis, OMol25).

Output
SMILES: O=C([C@H]1CO1)[C@H]1CO1
Kohn-Sham gap in eV: 10.5

Geometry as ORCA input:
```
! wB97M-V def2-TZVPD RIJCOSX def2/J DEFGRID3
* xyz 0 1
H -0.42 0.02 -1.48
H 1.35 2.04 -0.03
C -2.17 -0.18 0.75
O -1.72 -1.26 -0.13
O 1.70 0.49 -1.44
C 0.39 0.33 -0.86
C 0.47 -0.28 0.54
H -2.16 0.83 0.33
C 1.05 1.63 -1.02
C -0.84 -0.84 0.93
H -0.76 -1.46 1.81
O 1.39 -0.16 1.31
H -3.08 -0.40 1.29
H 0.66 2.35 -1.85
*
```

Entry 6:
# C7H11NO

C7H11NO in the gas phase in a non-equilibrium geometry (the ωB97M-V functional and the def2-TZVPD basis, OMol25).

Output
SMILES: C#C[C@H](C)[C@H](N)C(C)=O
Kohn-Sham gap in eV: 10.3

Geometry as ORCA input:
```
! wB97M-V def2-TZVPD RIJCOSX def2/J DEFGRID3
* xyz 0 1
H 2.11 -1.50 0.90
H 0.61 -0.48 -1.56
N 1.10 0.97 1.48
H -2.05 -3.04 0.41
C -1.27 -2.35 0.18
C -0.40 -1.57 -0.09
O -1.52 1.54 1.37
C -1.87 1.29 -0.97
H -1.31 0.93 -1.84
C 2.03 -1.21 -0.16
C -1.03 1.22 0.28
H 0.74 1.84 1.89
H 2.84 -0.51 -0.39
H 0.73 0.25 2.10
H -2.76 0.68 -0.85
H 2.19 -2.12 -0.74
H 0.92 1.55 -0.51
H -2.15 2.33 -1.15
C 0.45 0.81 0.15
C 0.65 -0.60 -0.47
*
```

It is found that the energy relative to the best compared isomer or geometry (same formula, charge and spin) values, taken in the order of the records, are 0.00, 71.76, 34.93, 70.29, 71.53, 52.02 kcal per mole.